[1]
The following is a DFT calculation (wB97M-V/def2-TZVPD) of one molecule with the formula C3H6INS.

Geometry as ORCA input:
```
! RIJCOSX wB97M-V def2-TZVPD def2/J DEFGRID3
* xyz 0 1
C 0.13028 -0.94364 0.27792
C -0.37915 0.08901 1.30141
C 0.81429 -0.24534 -0.83220
N -0.36840 1.64881 -0.64278
S -1.53636 1.10378 0.35217
I 0.70096 -0.98668 -2.78053
H 0.82207 -1.60815 0.79943
H -0.71271 -1.53816 -0.08338
H -0.89766 -0.36708 2.13967
H 0.43982 0.71998 1.64406
H 1.74278 0.25885 -0.61753
H -0.75591 1.86862 -1.55823
*
```

highest occupied orbital energy (spin up / spin down)	-7.56 / -7.34	eV
largest force on an atom	2.7	eV/A
energy relative to the best compared isomer or geometry (same formula, charge and spin)	105.8	kJ/mol
HOMO-LUMO gap (spin up / spin down)	7.65 / 7.29	eV
LUMO (spin up / spin down)	0.09 / -0.05	eV


[2]
The following is a DFT calculation (wB97M-V/def2-TZVPD) of one molecule with the formula C3H6INS.

Geometry as ORCA input:
```
! RIJCOSX wB97M-V def2-TZVPD def2/J DEFGRID3
* xyz 0 1
C -0.16726 0.17857 -1.45897
C -0.29841 0.36747 0.02054
C 1.26409 0.07610 0.90086
N -1.30387 -0.13309 0.77577
S -0.94801 1.74543 -0.88349
I -1.05151 -2.18355 1.21229
H 0.76791 0.23793 -2.07374
H -0.95206 -0.37530 -1.92745
H 1.96771 -0.26251 0.06523
H 1.17520 -0.54137 1.77811
H 1.73431 0.96773 1.22511
H -2.18810 -0.07740 0.36573
*
```

highest occupied orbital energy	-9.02	eV
largest force on an atom	5.2	eV/A
SMILES	C[C@]1(NI)CS1
energy relative to the best compared isomer or geometry (same formula, charge and spin)	103.0	kJ/mol
HOMO-LUMO gap	8.75	eV
LUMO	-0.27	eV


[3]
The following is a DFT calculation (wB97M-V/def2-TZVPD) of C3H6LaO3 as an isolated structure.

Geometry as ORCA input:
```
! RIJCOSX wB97M-V def2-TZVPD def2/J DEFGRID3
* xyz 3 1
H 1.56666 -1.51673 -0.05610
C 1.26154 -0.89665 -0.90804
C -0.22280 -0.65270 -0.90959
H 1.51598 -1.44517 -1.82418
H 1.83600 0.03776 -0.90602
H -0.78763 -1.58724 -0.81863
H -0.63549 -0.26859 -1.84510
O -0.79373 -0.19742 0.65168
C -0.85084 1.10588 0.47076
O -0.42426 1.53423 -0.57861
O -0.71439 1.61499 1.71114
La -1.16552 -0.30217 3.23937
H -0.58553 2.57380 1.77331
*
```

highest occupied orbital energy	-22.43	eV
largest force on an atom	6.8	eV/A
energy relative to the best compared isomer or geometry (same formula, charge and spin)	0.0	kJ/mol
HOMO-LUMO gap	6.36	eV
LUMO	-16.07	eV